No. 1
# C50H31Cl7N5OSiTi

A molecular structure, C50H31Cl7N5OSiTi (the ωB97M-V functional and the def2-TZVPD basis, the Open Molecules 2025 dataset).

The geometry in XYZ format:
```
96
Properties=species:S:1:pos:R:3:forces:R:3
Ti -0.184 -0.159 -0.791 0.478 -1.158 -0.580
Cl 4.345 7.585 -3.129 0.048 0.064 -0.016
C 3.478 6.168 -2.607 -0.083 -0.103 0.013
C 3.010 6.091 -1.305 0.007 0.031 -0.012
C 2.317 4.964 -0.897 -0.061 0.024 -0.036
C 2.083 3.901 -1.772 0.203 -0.006 -0.133
C 2.558 4.015 -3.078 -0.004 -0.059 0.092
C 3.251 5.138 -3.503 0.018 0.064 -0.053
C 1.322 2.698 -1.362 -1.102 0.098 -0.489
C 0.081 2.509 -1.931 0.943 0.226 0.711
C -0.654 3.542 -2.608 -0.827 0.156 -0.262
C -1.974 3.247 -2.490 0.654 0.653 -0.198
C -2.081 1.975 -1.829 -0.890 -0.726 0.537
C -3.218 1.285 -1.458 0.888 0.431 -0.240
C -4.533 1.934 -1.321 -0.200 0.128 -0.024
C -5.271 1.685 -0.150 0.101 0.107 -0.160
C -6.465 2.329 0.109 -0.029 0.014 0.018
C -6.957 3.244 -0.809 0.146 -0.085 -0.027
Cl -8.437 4.094 -0.471 -0.123 0.037 0.004
C -6.279 3.487 -1.988 -0.076 0.091 -0.015
C -5.083 2.832 -2.240 0.026 -0.215 -0.010
C -3.149 -0.119 -1.124 -0.312 -0.557 -0.098
N -2.068 -0.822 -0.635 -1.499 -0.089 0.348
C -2.471 -2.158 -0.600 -0.567 0.076 -0.410
C -1.788 -3.200 0.096 0.760 0.391 0.680
C -2.495 -4.481 0.350 -0.229 -0.111 0.004
C -1.903 -5.691 -0.002 0.023 0.104 -0.078
C -2.556 -6.896 0.212 -0.022 -0.150 -0.010
C -3.810 -6.896 0.796 0.048 0.169 0.018
Cl -4.649 -8.399 1.050 -0.022 -0.086 0.001
C -4.409 -5.710 1.190 -0.005 0.006 -0.017
C -3.746 -4.515 0.971 0.086 0.046 -0.073
C -0.623 -3.018 0.804 -0.822 -0.114 -0.875
C -0.451 -3.566 2.112 0.578 0.214 0.831
C 0.338 -2.731 2.828 -0.680 -0.846 -0.033
C 0.804 -1.678 1.976 0.766 1.042 0.066
N 0.337 -1.935 0.625 0.230 -0.054 -0.137
C 1.468 -0.544 2.361 -0.544 -0.899 -0.426
C 1.743 0.572 1.498 0.638 0.444 -0.067
C 2.787 1.477 1.704 -0.180 -0.531 0.163
C 2.836 2.309 0.600 -0.212 0.093 -0.482
C 1.774 1.945 -0.238 0.480 -0.040 0.550
N 1.113 0.847 0.303 0.830 0.737 0.870
C 1.925 -0.423 3.762 0.056 0.019 0.299
C 2.640 -1.439 4.399 0.050 0.112 -0.156
C 3.018 -1.328 5.728 0.032 -0.025 0.101
C 2.681 -0.189 6.437 -0.020 0.010 -0.146
Cl 3.124 -0.055 8.115 0.043 0.008 0.078
C 2.001 0.852 5.825 -0.009 -0.008 0.042
C 1.636 0.732 4.496 -0.055 -0.145 -0.075
C -3.757 -2.275 -1.147 0.498 -0.260 0.241
C -4.195 -0.997 -1.442 0.082 0.416 0.034
N -0.801 1.495 -1.558 -0.509 1.080 -0.788
H 3.175 6.914 -0.623 0.008 0.001 -0.006
H 1.928 4.917 0.111 0.018 -0.053 0.016
H 2.376 3.201 -3.770 0.025 -0.005 0.006
H 3.611 5.216 -4.520 0.015 0.002 0.012
H -0.221 4.426 -3.047 -0.025 0.012 0.014
H -2.793 3.851 -2.838 0.039 0.034 0.065
H -4.873 0.988 0.574 -0.002 -0.031 0.013
H -7.006 2.134 1.025 -0.007 0.021 -0.004
H -6.686 4.183 -2.709 -0.004 -0.011 0.000
H -4.589 2.997 -3.187 -0.022 -0.003 -0.004
H -0.924 -5.686 -0.467 -0.007 0.026 -0.017
H -2.103 -7.831 -0.087 0.018 0.012 0.020
H -5.388 -5.718 1.650 0.026 -0.041 0.045
H -4.197 -3.586 1.292 -0.048 0.044 -0.051
H -1.001 -4.417 2.480 0.017 0.012 0.048
H 0.530 -2.794 3.885 0.024 -0.005 0.019
H 3.464 1.467 2.543 0.025 -0.010 0.009
H 3.559 3.083 0.405 -0.009 0.046 0.003
H 2.924 -2.321 3.838 -0.046 -0.019 -0.016
H 3.576 -2.119 6.211 -0.011 0.001 0.000
H 1.752 1.741 6.388 0.009 -0.004 0.006
H 1.106 1.537 4.007 -0.020 0.020 0.021
H -4.285 -3.198 -1.311 -0.060 -0.055 0.078
H -5.143 -0.705 -1.864 0.008 -0.010 -0.026
O 1.416 0.164 -2.897 0.644 0.040 0.419
C 2.555 -0.727 -3.031 -0.140 -0.035 -0.038
C 3.375 -0.765 -1.785 -0.182 0.167 -0.268
C 4.499 0.019 -1.746 0.087 -0.095 0.054
C 5.411 -0.002 -0.694 0.000 0.108 0.013
C 5.097 -0.871 0.374 0.027 0.098 -0.029
C 3.962 -1.601 0.365 0.001 -0.109 0.160
N 3.026 -1.600 -0.687 -0.143 0.266 0.081
H 1.158 0.477 -3.766 -0.210 0.022 -0.028
H 3.199 -0.365 -3.835 -0.042 0.084 0.026
H 2.198 -1.717 -3.308 0.066 -0.011 -0.037
H 4.677 0.667 -2.596 -0.022 -0.063 -0.036
H 6.298 0.614 -0.698 -0.013 0.001 0.011
H 5.752 -0.959 1.230 -0.046 -0.036 0.027
H 3.741 -2.266 1.180 -0.020 0.124 0.024
Cl 2.372 -4.137 0.857 -0.200 -0.059 0.106
Si 1.633 -2.704 -0.546 0.391 -0.465 -0.337
Cl 0.033 -2.092 -2.173 0.325 -0.821 -0.012
Cl 2.141 -4.140 -2.098 -0.132 -0.025 0.038
```
Positions in Å, forces in eV/Å.

## Properties
**Electronic energy**: -180509.214 eV
**Multiplicity**: 3
**Net charge**: -1
**Highest occupied orbital energy (alpha / beta)**: -3.23 / -3.23 eV
**F_max**: 1.54 eV/A
**Relative energy (zero: lowest compared OMol25 entry of this formula, charge and spin)**: 3.637 eV

=====

No. 2
# C30H80B2N4NaO2Sn

A molecular structure, C30H80B2N4NaO2Sn (the ωB97M-V functional and the def2-TZVPD basis, the Open Molecules 2025 dataset).

The geometry in XYZ format:
```
120
Properties=species:S:1:pos:R:3:forces:R:3
Na 2.019 -1.218 2.550 -0.519 0.307 0.294
Sn -0.075 2.352 3.966 0.674 -1.052 -0.646
B 0.423 0.478 1.414 -0.271 0.480 0.164
H -0.306 0.014 2.060 -2.860 -1.809 2.726
H -0.043 1.325 0.934 -1.544 3.202 -2.011
H 1.277 0.768 2.006 3.474 1.517 2.299
H 0.716 -0.304 0.731 1.319 -2.821 -2.940
B 1.572 -0.176 4.963 -0.349 0.009 -0.257
H 0.794 -0.776 4.517 -2.935 -2.541 -1.751
H 2.390 -0.733 5.393 3.060 -2.385 1.582
H 2.027 0.465 4.224 1.700 2.888 -3.078
H 1.157 0.382 5.788 -1.828 2.485 3.193
C -2.008 0.449 -1.359 0.609 -0.570 -0.185
C -2.966 1.452 -1.922 0.054 0.104 -1.181
N -2.621 1.911 -3.300 0.470 1.128 1.671
C -2.999 0.974 -4.335 1.504 -0.851 0.350
C -2.545 1.393 -5.716 0.248 0.646 -0.356
C -3.105 3.276 -3.508 -0.861 -1.057 -0.145
C -4.662 3.277 -3.463 1.091 1.200 -0.172
H -2.281 0.119 -0.357 -0.085 0.062 -0.024
H -1.014 0.892 -1.299 0.050 -0.047 0.066
H -1.911 -0.436 -1.989 -0.082 -0.116 -0.016
H -3.985 1.069 -1.987 -0.309 -0.115 0.594
H -2.909 2.310 -1.253 -0.414 0.206 -0.148
H -2.410 0.108 -4.035 -0.187 -0.468 -0.322
H -4.036 0.637 -4.345 -0.473 0.227 0.119
H -2.440 0.573 -6.426 -0.511 -0.118 0.107
H -3.195 2.173 -6.111 -0.194 -0.186 -0.296
H -1.556 1.849 -5.715 0.155 -0.008 0.433
H -2.584 3.607 -4.406 -0.760 0.331 -0.363
H -2.792 3.981 -2.738 0.382 -0.354 0.245
H -4.963 4.289 -3.734 -0.533 -0.141 -0.371
H -4.967 3.165 -2.422 -0.082 -0.291 -0.051
H -5.102 2.496 -4.083 -0.105 0.309 -0.020
C 1.379 -4.205 4.084 -0.791 -1.075 -0.195
C 2.131 -4.259 2.771 0.646 1.896 -0.345
N 1.569 -3.428 1.657 0.456 -0.812 0.243
C 2.470 -3.468 0.449 -0.049 -0.072 0.956
C 2.474 -4.815 -0.298 -0.317 0.586 -0.691
C 0.229 -3.981 1.392 0.204 0.211 -1.111
C -0.524 -3.228 0.288 0.511 1.198 0.179
H 0.567 -4.925 3.983 -0.151 -0.100 0.528
H 0.913 -3.271 4.401 0.418 0.301 -0.279
H 2.058 -4.561 4.858 -0.159 0.064 0.121
H 3.086 -3.785 2.995 0.527 -0.384 -0.293
H 2.274 -5.292 2.453 0.138 -0.137 0.081
H 3.487 -3.214 0.749 0.170 -0.315 0.610
H 2.236 -2.568 -0.120 -0.502 -0.500 -0.604
H 2.310 -5.679 0.347 0.051 0.176 0.104
H 3.383 -5.008 -0.868 0.204 0.233 0.205
H 1.686 -4.802 -1.051 -0.204 -0.196 0.060
H 0.333 -5.027 1.100 -0.071 -0.395 0.104
H -0.265 -3.960 2.364 -0.490 0.174 -0.409
H -0.419 -2.168 0.522 -1.040 0.265 0.680
H -0.068 -3.090 -0.692 0.561 -1.276 -0.189
H -1.545 -3.558 0.098 0.016 0.147 0.427
C 4.364 -4.050 -4.693 0.789 -0.411 1.057
C 4.295 -2.771 -3.787 -1.006 -0.462 -1.490
N 3.208 -1.916 -4.320 -1.022 0.652 1.517
C 3.632 -1.182 -5.465 -0.258 0.736 -1.417
C 2.499 -0.642 -6.323 -0.491 0.331 -0.822
C 2.580 -0.965 -3.311 1.368 -0.380 -0.079
C 1.432 -1.594 -2.544 0.214 0.638 -0.259
H 5.223 -4.654 -4.400 0.636 0.277 -0.146
H 4.412 -3.916 -5.773 -0.020 0.422 0.182
H 3.602 -4.804 -4.492 -0.754 0.625 0.071
H 4.137 -3.096 -2.758 -0.434 0.161 0.013
H 5.215 -2.187 -3.778 0.463 -0.154 -0.137
H 4.240 -0.298 -5.273 0.456 0.235 0.745
H 4.254 -1.758 -6.150 0.009 -0.486 0.265
H 1.799 0.054 -5.861 0.079 -0.173 0.534
H 2.927 -0.040 -7.125 0.246 -0.009 -0.147
H 1.895 -1.394 -6.830 0.064 -0.324 0.242
H 2.347 0.023 -3.707 -0.619 -0.415 -0.859
H 3.372 -0.596 -2.659 0.362 -0.513 0.709
H 1.787 -2.531 -2.115 -0.448 -0.170 -0.209
H 0.565 -1.686 -3.198 0.078 -0.592 -0.065
H 1.089 -0.944 -1.739 0.225 0.084 0.228
C -2.624 -1.464 4.066 -0.581 -0.767 -0.226
C -3.238 -0.408 5.039 1.705 -0.461 -1.654
N -3.028 1.003 4.648 -0.300 -0.321 1.080
C -3.468 1.754 5.848 -1.275 1.004 -0.206
C -2.705 1.550 7.160 0.670 0.720 -1.104
C -3.765 1.491 3.443 1.470 -0.148 0.765
C -3.312 1.002 2.042 -0.920 -0.419 2.130
H -2.443 -2.384 4.623 0.445 0.107 0.413
H -1.723 -1.212 3.507 0.227 0.544 0.603
H -3.243 -1.898 3.280 -0.783 0.636 -0.121
H -4.280 -0.631 5.268 -0.330 -0.030 -0.033
H -2.636 -0.552 5.937 -0.332 0.142 0.173
H -3.571 2.801 5.563 0.978 0.359 -0.001
H -4.517 1.642 6.123 -0.751 -0.971 -0.427
H -2.624 2.514 7.661 0.142 0.013 0.025
H -3.127 0.864 7.896 0.074 -0.300 -0.475
H -1.727 1.263 6.775 0.453 -0.274 0.883
H -3.545 2.555 3.361 -0.591 0.322 0.730
H -4.799 1.235 3.676 -0.553 0.479 -0.679
H -3.629 -0.040 2.090 0.216 -0.058 -1.223
H -2.240 1.110 1.877 -0.169 -0.028 -0.017
H -3.914 1.657 1.412 0.127 -0.532 -0.655
C -0.753 4.026 -0.461 -1.156 0.314 0.094
C -1.753 4.313 0.661 0.003 -1.237 2.700
O -1.542 3.977 1.851 0.549 0.656 -2.217
C -3.180 4.800 0.427 0.493 -0.504 -0.123
H -0.646 2.946 -0.568 0.248 -0.089 0.474
H 0.215 4.495 -0.283 -0.105 -0.095 0.022
H -1.199 4.323 -1.410 0.321 0.417 -0.001
H -3.745 4.242 1.173 -0.250 -0.051 -0.263
H -3.498 4.558 -0.587 -0.229 0.272 0.043
H -3.347 5.846 0.685 0.334 0.126 -0.332
C 4.475 1.860 0.544 -0.735 1.233 -0.286
C 4.635 2.690 -0.748 0.917 -0.971 -1.246
O 4.759 2.107 -1.830 -0.437 1.084 1.808
C 4.765 4.240 -0.666 -0.608 -1.613 -0.407
H 4.547 0.792 0.343 0.401 0.238 0.098
H 3.498 2.047 0.991 -0.569 -0.068 -0.406
H 5.064 2.277 1.361 0.773 -0.414 -0.215
H 5.654 4.480 -0.082 -0.251 0.222 0.139
H 3.830 4.605 -0.242 0.248 0.297 0.404
H 4.839 4.624 -1.683 0.181 -0.069 0.111
```
Positions in Å, forces in eV/Å.

## Properties
**Electronic energy**: -54054.719 eV
**Multiplicity**: 2
**Highest occupied orbital energy (alpha / beta)**: -6.15 / -8.13 eV
**F_max**: 4.55 eV/A

=====

Which value of electronic energy does entry 2 give? -54054.719 eV